(1)
{
  "formula": "C4H5N2O4",
  "method": "ωB97M-V/def2-TZVPD",
  "species": ["C", "C", "C", "C", "N", "N", "O", "O", "O", "O", "H", "H", "H", "H", "H"],
  "coordinates": [[-1.980, 0.790, 0.148], [1.933, -0.031, 0.330], [-1.106, -0.554, 0.128], [1.385, -0.492, -0.897], [-1.595, -1.724, -0.427], [1.687, 1.334, 0.493], [-3.161, 0.542, -0.148], [-1.352, 1.802, 0.444], [2.562, -0.798, 1.054], [-1.246, -1.522, 0.979], [1.013, 0.262, -1.636], [1.337, -1.589, -1.043], [-2.646, -1.791, -0.415], [1.164, 1.832, -0.262], [2.006, 1.939, 1.251]],
  "forces_ev_per_angstrom": [[0.4, -0.3, 0.1], [0.1, 1.0, -0.2], [0.0, 2.1, -1.7], [-2.4, -0.5, -1.0], [-1.2, -2.2, -1.5], [0.3, 0.8, -0.4], [0.4, 0.1, 0.1], [-0.3, 0.5, -0.1], [0.1, 0.7, 0.9], [0.5, -1.1, 2.4], [0.4, -1.2, 0.5], [0.1, 1.0, -0.2], [1.1, 0.9, 0.0], [0.5, -1.0, 1.5], [-0.1, -0.9, -0.3]],
  "homo_ev": [-3.775, -4.697],
  "homo_lumo_gap_ha": [0.253, 0.315],
  "total_charge": -1,
  "relative_energy_kcal_mol": 117.82
}

***

(2)
{
  "formula": "C44H52BrN8O6S3Zr",
  "method": "ωB97M-V/def2-TZVPD",
  "species": ["Zr", "C", "C", "C", "C", "C", "C", "C", "C", "C", "C", "C", "C", "H", "H", "H", "H", "H", "H", "H", "H", "H", "H", "H", "H", "H", "H", "H", "H", "H", "H", "N", "C", "C", "C", "C", "N", "C", "N", "N", "C", "O", "O", "H", "H", "H", "H", "H", "H", "H", "H", "H", "H", "H", "H", "H", "H", "O", "S", "C", "C", "C", "C", "C", "C", "C", "C", "C", "C", "C", "C", "H", "H", "H", "H", "H", "H", "H", "H", "H", "H", "Br", "C", "C", "C", "C", "N", "C", "H", "H", "H", "H", "O", "S", "O", "O", "C", "N", "C", "C", "C", "N", "C", "C", "C", "N", "C", "C", "H", "H", "H", "H", "H", "H", "S"],
  "coordinates": [[0.519, -0.702, -0.022], [1.637, 0.780, 4.926], [0.565, 0.029, 4.174], [0.853, -1.197, 3.561], [2.209, -1.817, 3.759], [-0.181, -1.931, 2.955], [0.127, -3.307, 2.392], [-1.518, -1.506, 3.103], [-2.623, -2.528, 2.960], [-1.780, -0.218, 3.591], [-3.176, 0.355, 3.619], [-0.732, 0.553, 4.109], [-1.013, 1.918, 4.686], [1.236, 1.231, 5.832], [2.065, 1.582, 4.313], [2.448, 0.123, 5.224], [2.304, -2.143, 4.798], [3.000, -1.109, 3.556], [2.375, -2.680, 3.123], [0.502, -3.961, 3.182], [0.890, -3.259, 1.608], [-0.756, -3.782, 1.977], [-2.681, -2.991, 1.979], [-3.601, -2.116, 3.177], [-2.438, -3.320, 3.689], [-3.518, 0.495, 4.646], [-3.899, -0.266, 3.101], [-3.193, 1.332, 3.131], [-0.127, 2.550, 4.677], [-1.352, 1.831, 5.722], [-1.795, 2.433, 4.132], [-0.621, -0.047, -2.231], [-0.214, 1.305, -2.660], [0.492, 1.226, -4.032], [1.009, 2.517, -4.683], [-0.046, 3.606, -4.936], [-0.200, 4.450, -3.762], [-0.832, 5.594, -3.696], [-1.524, 6.082, -4.732], [-0.760, 6.302, -2.557], [0.694, 1.899, -1.561], [0.899, 3.116, -1.503], [1.166, 1.078, -0.711], [0.114, -0.708, -2.543], [-1.476, -0.314, -2.709], [-1.106, 1.932, -2.739], [-0.221, 0.771, -4.725], [1.333, 0.538, -3.915], [1.425, 2.239, -5.651], [1.825, 2.944, -4.096], [-1.002, 3.143, -5.206], [0.281, 4.230, -5.772], [0.273, 4.099, -2.899], [-1.722, 5.493, -5.522], [-2.070, 6.921, -4.635], [-0.155, 5.980, -1.820], [-1.187, 7.207, -2.479], [2.256, -0.849, 0.958], [3.452, -1.508, 0.188], [4.756, -1.401, 1.483], [5.011, -0.325, 2.323], [6.060, -0.393, 3.225], [6.868, -1.522, 3.279], [6.624, -2.589, 2.428], [5.563, -2.529, 1.536], [4.226, -0.184, -0.745], [5.073, -0.533, -1.785], [5.660, 0.463, -2.546], [5.381, 1.796, -2.274], [4.547, 2.133, -1.218], [3.978, 1.141, -0.433], [4.397, 0.564, 2.269], [6.257, 0.443, 3.884], [7.692, -1.565, 3.979], [7.259, -3.464, 2.457], [5.359, -3.356, 0.865], [5.238, -1.579, -2.011], [6.326, 0.196, -3.355], [5.821, 2.572, -2.886], [4.337, 3.171, -0.997], [3.335, 1.393, 0.396], [-3.522, 3.494, -1.499], [-2.267, 2.853, -0.233], [-1.508, 3.744, 0.507], [-0.527, 3.207, 1.326], [-0.338, 1.842, 1.346], [-1.108, 0.970, 0.667], [-2.071, 1.493, -0.104], [-1.670, 4.809, 0.437], [0.099, 3.854, 1.923], [0.457, 1.403, 1.936], [-2.707, 0.796, -0.636], [-8.944, -1.495, -0.327], [-7.877, -2.331, 0.169], [-6.599, -1.614, 0.198], [-7.767, -3.668, -1.404], [-6.707, -4.117, -1.964], [-6.834, -4.775, -3.151], [-5.745, -5.156, -3.770], [-4.452, -4.887, -3.313], [-4.397, -4.235, -2.091], [-5.492, -3.930, -1.409], [-3.167, -3.661, -1.499], [-1.856, -4.067, -1.740], [-0.814, -3.363, -1.171], [-0.985, -2.273, -0.395], [-2.263, -1.910, -0.143], [-3.351, -2.565, -0.650], [-5.899, -5.673, -4.713], [-3.583, -5.138, -3.905], [-1.632, -4.921, -2.363], [0.209, -3.663, -1.344], [-2.396, -1.067, 0.523], [-4.363, -2.267, -0.390], [1.881, -1.740, -1.743]],
  "forces_ev_per_angstrom": [[0.1, -1.1, -1.7], [0.0, -0.1, -0.1], [-0.1, 0.1, -0.1], [-0.1, 0.1, 0.2], [-0.1, 0.0, -0.1], [-0.1, -0.2, 0.1], [-0.1, 0.1, 0.2], [0.0, 0.0, 0.0], [0.0, 0.1, 0.0], [0.0, -0.1, 0.0], [0.1, -0.1, 0.0], [0.1, -0.1, 0.0], [0.0, -0.1, -0.1], [0.0, 0.0, 0.0], [0.0, 0.0, 0.1], [0.0, 0.0, 0.0], [0.0, 0.0, 0.0], [0.1, 0.0, 0.0], [0.0, 0.0, 0.0], [0.1, -0.1, -0.1], [0.0, -0.1, 0.1], [0.0, 0.0, -0.1], [0.0, -0.1, 0.0], [0.0, 0.0, 0.0], [0.0, -0.1, 0.0], [-0.1, 0.1, 0.0], [0.0, 0.0, 0.0], [0.0, 0.0, 0.0], [0.0, 0.0, 0.0], [0.0, 0.1, 0.0], [0.0, 0.0, 0.0], [0.4, 0.2, -0.2], [0.3, -0.1, 0.0], [0.0, 0.3, 0.1], [-0.2, 0.0, 0.2], [0.1, -0.2, -0.3], [0.5, -0.5, 0.8], [-0.1, 0.2, 0.1], [0.0, -0.1, 0.0], [-0.1, -0.1, -0.1], [-0.5, 0.9, -0.6], [0.0, -0.2, -0.4], [0.3, 0.9, -0.2], [-0.3, 0.1, -0.1], [-0.1, -0.1, 0.3], [0.0, 0.1, 0.1], [0.0, -0.1, 0.0], [0.0, 0.0, -0.1], [0.0, 0.0, 0.0], [0.0, 0.0, 0.0], [0.0, 0.0, 0.0], [0.0, 0.0, 0.0], [-0.3, 0.1, -0.3], [0.0, 0.0, 0.0], [0.0, 0.0, 0.0], [0.0, 0.1, 0.0], [0.0, 0.0, 0.1], [0.9, -0.1, 0.8], [2.2, 0.5, 0.9], [-0.2, -0.3, 0.1], [-0.1, 0.1, 0.0], [0.0, 0.1, 0.0], [0.0, -0.1, -0.1], [0.1, 0.1, 0.1], [-0.2, 0.0, -0.1], [-0.2, 0.1, -0.2], [-0.1, -0.2, 0.0], [0.0, 0.0, 0.1], [0.0, 0.0, 0.0], [0.0, 0.0, 0.0], [0.0, -0.1, 0.1], [0.0, 0.0, 0.1], [0.0, 0.0, 0.0], [0.0, 0.0, 0.0], [0.0, 0.0, 0.0], [0.0, -0.1, 0.1], [0.0, 0.0, -0.1], [0.0, 0.0, 0.0], [0.0, 0.0, 0.0], [0.0, 0.0, 0.0], [0.0, 0.1, -0.1], [0.1, -0.1, 0.2], [-0.2, 0.4, -0.1], [0.0, -0.4, 0.1], [-0.1, 0.3, 0.1], [-0.3, -0.3, 0.3], [0.1, 1.0, 0.0], [-0.2, -0.4, 0.1], [0.0, 0.0, 0.0], [0.1, -0.1, 0.0], [0.1, 0.1, 0.1], [0.1, 0.0, -0.1], [-0.1, -0.3, -0.2], [0.3, 0.8, 0.6], [0.1, -0.4, -0.2], [0.6, -0.3, -0.6], [-0.1, 0.1, 0.1], [-0.3, -0.1, -0.2], [-0.1, 0.1, 0.0], [0.3, 0.1, 0.1], [-0.6, -0.2, -0.3], [0.1, 0.4, 0.4], [0.1, 0.1, 0.1], [-0.1, 0.1, 0.1], [0.1, -0.3, 0.0], [-0.9, -0.7, -0.2], [0.0, 0.0, 0.1], [-0.2, 0.1, 0.2], [0.1, 0.0, 0.0], [0.0, 0.0, 0.0], [0.0, 0.0, 0.0], [0.0, 0.1, 0.0], [0.0, 0.0, 0.0], [0.0, 0.1, -0.1], [-1.3, 0.0, 0.2]],
  "homo_ev": -9.175,
  "homo_lumo_gap_ha": 0.218,
  "total_charge": 1
}

***

(3)
{
  "formula": "C3H3FLuO",
  "method": "ωB97M-V/def2-TZVPD",
  "species": ["F", "O", "C", "C", "C", "H", "H", "Lu", "H"],
  "coordinates": [[0.602, -0.908, -1.800], [-0.101, 0.179, 1.440], [0.306, -0.016, -0.484], [0.953, 0.775, 0.618], [-0.451, -0.733, 0.385], [1.253, 1.597, 1.301], [1.945, 1.088, 0.227], [-2.373, -2.098, -0.547], [-2.133, 0.116, -1.142]],
  "forces_ev_per_angstrom": [[0.0, 2.9, 2.7], [2.1, -2.1, 1.1], [-1.9, -3.1, -2.8], [-0.1, 1.9, -0.1], [-0.7, 0.0, -0.9], [-2.7, 2.8, -0.9], [2.6, -3.8, 0.8], [1.7, 2.8, 0.2], [-1.0, -1.5, 0.0]],
  "homo_ev": [-7.009, -7.301],
  "s2": 0.77,
  "homo_lumo_gap_ha": [0.244, 0.201],
  "spin_multiplicity": 2,
  "relative_energy_kcal_mol": 49.61
}

***

(4)
{
  "formula": "C40H35N6NiO5P",
  "method": "ωB97M-V/def2-TZVPD",
  "species": ["Ni", "O", "C", "C", "C", "C", "C", "C", "C", "O", "N", "N", "C", "C", "C", "C", "C", "C", "N", "H", "H", "H", "H", "H", "H", "H", "H", "H", "H", "O", "C", "O", "C", "P", "C", "C", "C", "C", "C", "C", "C", "C", "C", "C", "C", "C", "H", "H", "H", "H", "H", "H", "H", "H", "H", "H", "H", "H", "C", "C", "C", "C", "C", "N", "C", "O", "N", "C", "C", "C", "C", "N", "C", "C", "C", "H", "H", "H", "H", "H", "H", "H", "H", "H", "H", "H", "H", "H"],
  "coordinates": [[-0.233, 0.031, 0.152], [-0.435, -0.716, 4.680], [0.887, -0.622, 4.901], [1.330, -0.759, 6.217], [2.673, -0.656, 6.515], [3.610, -0.415, 5.509], [3.181, -0.288, 4.204], [1.825, -0.398, 3.874], [1.383, -0.262, 2.474], [0.124, -0.229, 2.231], [2.340, -0.146, 1.539], [1.782, -0.060, 0.326], [2.467, 0.206, -0.719], [1.709, 0.361, -1.965], [2.316, 0.566, -3.199], [1.523, 0.756, -4.318], [0.140, 0.735, -4.190], [-0.395, 0.525, -2.931], [0.365, 0.349, -1.853], [-0.578, -0.517, 3.731], [0.589, -0.934, 6.987], [2.999, -0.762, 7.544], [4.664, -0.333, 5.747], [3.880, -0.093, 3.402], [3.542, 0.364, -0.677], [3.398, 0.571, -3.265], [1.978, 0.923, -5.288], [-0.505, 0.885, -5.045], [-1.469, 0.497, -2.763], [-4.120, 1.067, 0.827], [-2.936, 1.100, 0.518], [-2.227, 0.121, 0.058], [-2.240, 2.479, 0.596], [-0.423, 2.326, 0.645], [0.147, 3.827, -0.253], [0.889, 3.730, -1.426], [1.334, 4.876, -2.078], [1.039, 6.126, -1.562], [0.285, 6.236, -0.397], [-0.159, 5.095, 0.252], [0.083, 2.795, 2.341], [-0.772, 2.732, 3.434], [-0.304, 3.043, 4.705], [1.020, 3.410, 4.895], [1.884, 3.462, 3.809], [1.420, 3.152, 2.539], [-2.644, 3.063, 1.419], [-2.495, 2.991, -0.333], [1.128, 2.754, -1.832], [1.911, 4.789, -2.991], [1.390, 7.018, -2.068], [0.047, 7.212, 0.008], [-0.737, 5.184, 1.164], [-1.802, 2.419, 3.307], [-0.974, 2.983, 5.555], [1.384, 3.640, 5.889], [2.924, 3.731, 3.950], [2.095, 3.185, 1.691], [-6.256, -1.256, -1.420], [-5.014, -1.679, -2.157], [-4.474, -2.949, -1.986], [-3.320, -3.353, -2.644], [-2.659, -2.469, -3.486], [-1.502, -2.812, -4.238], [-0.657, -3.888, -4.173], [-0.068, -4.293, -5.161], [-0.449, -4.507, -2.946], [-0.407, -3.984, -1.646], [-0.281, -4.853, -0.568], [-0.212, -4.334, 0.710], [-0.251, -2.959, 0.886], [-0.337, -2.120, -0.146], [-0.428, -2.622, -1.378], [-3.186, -1.194, -3.668], [-4.348, -0.811, -3.018], [-6.898, -2.112, -1.210], [-6.827, -0.522, -1.991], [-5.976, -0.799, -0.469], [-4.975, -3.651, -1.328], [-2.967, -4.368, -2.524], [-1.444, -2.371, -5.140], [-0.007, -5.401, -3.071], [-0.235, -5.923, -0.743], [-0.124, -4.980, 1.572], [-0.218, -2.528, 1.874], [-0.489, -1.910, -2.190], [-2.684, -0.505, -4.343], [-4.748, 0.183, -3.185]],
  "forces_ev_per_angstrom": [[-0.1, -0.4, 0.1], [0.0, 0.0, 0.2], [0.1, 0.1, -0.1], [0.0, 0.0, 0.1], [0.0, 0.0, 0.0], [0.0, 0.0, 0.0], [-0.1, 0.0, 0.0], [0.0, 0.0, 0.0], [-0.1, 0.2, -0.1], [0.3, -0.3, -0.2], [0.0, -0.2, 0.2], [-0.2, 0.4, 0.1], [0.2, -0.1, -0.1], [-0.1, 0.0, 0.0], [0.1, 0.0, 0.0], [0.0, 0.0, 0.0], [0.1, 0.0, 0.0], [0.0, 0.1, 0.1], [0.0, -0.1, -0.1], [0.0, 0.0, -0.2], [0.0, 0.0, 0.0], [0.0, 0.0, 0.0], [-0.1, 0.0, 0.0], [0.0, 0.0, 0.0], [0.0, -0.1, -0.1], [-0.1, 0.0, 0.0], [0.0, 0.0, 0.1], [0.0, 0.0, 0.0], [0.2, 0.0, 0.1], [0.3, -0.2, -0.1], [-0.1, -0.1, -0.1], [-0.2, 0.3, 0.2], [0.1, -0.2, 0.0], [0.0, 1.0, 0.3], [0.0, -0.1, 0.0], [0.0, -0.1, 0.0], [0.0, 0.0, 0.0], [-0.1, 0.0, 0.0], [0.0, -0.1, 0.0], [0.1, 0.0, -0.1], [0.1, -0.1, -0.1], [0.0, -0.1, 0.0], [0.0, 0.0, 0.1], [0.0, 0.0, 0.0], [0.0, 0.0, -0.1], [-0.1, 0.0, 0.1], [-0.1, 0.1, 0.0], [0.0, 0.1, 0.0], [0.0, 0.1, 0.0], [0.0, 0.0, 0.0], [0.0, 0.0, 0.0], [0.0, 0.0, 0.0], [0.0, 0.0, 0.0], [0.0, 0.0, 0.0], [0.0, 0.0, 0.0], [0.0, 0.0, 0.0], [-0.1, 0.0, 0.0], [0.0, 0.0, 0.0], [0.1, 0.0, 0.0], [0.0, 0.0, 0.0], [0.0, 0.0, 0.0], [-0.1, -0.1, 0.0], [0.0, -0.1, 0.0], [-0.1, 0.2, 0.1], [0.3, 0.0, 0.0], [-0.2, 0.0, 0.1], [-0.3, 0.0, 0.1], [0.0, 0.0, -0.1], [0.0, -0.1, 0.0], [0.0, 0.0, -0.1], [-0.1, -0.1, 0.0], [-0.1, -0.1, 0.0], [0.1, 0.2, 0.0], [0.0, 0.0, 0.0], [0.0, 0.0, 0.0], [0.0, 0.0, 0.0], [0.0, 0.0, 0.0], [0.0, 0.1, 0.0], [0.0, 0.0, 0.0], [0.0, 0.1, 0.0], [0.0, 0.0, -0.1], [0.2, -0.1, 0.0], [0.0, 0.0, 0.1], [0.0, 0.0, 0.0], [0.0, 0.1, 0.0], [0.0, -0.1, 0.1], [-0.1, -0.1, 0.0], [0.0, 0.0, 0.0]],
  "homo_ev": [-7.973, -8.047],
  "s2": 2.01,
  "homo_lumo_gap_ha": [0.269, 0.273],
  "spin_multiplicity": 3,
  "relative_energy_kcal_mol": 0.00
}